# C32H75Br3F3N3O6Zr

C32H75Br3F3N3O6Zr as an isolated structure at a distorted geometry (ωB97M-V/def2-TZVPD, OMol25).

Geometry (Å):
Zr 3.720 -2.257 -0.336
C 2.058 -2.857 -3.543
O 2.534 -1.746 -4.361
O 2.780 -2.778 -2.281
C 0.477 -2.792 -3.543
F -0.010 -2.578 -4.811
F -0.127 -3.856 -2.948
F 0.034 -1.757 -2.863
C 2.749 -2.028 -5.727
C 3.568 -1.032 -6.450
H 4.555 -0.761 -6.075
H 3.759 -1.313 -7.486
H 2.958 -0.129 -6.476
H 1.799 -2.085 -6.259
H 3.270 -2.981 -5.814
H 2.334 -3.799 -4.016
C -0.242 -0.241 0.317
C 1.137 -0.182 0.979
C 1.028 -0.458 2.449
O 2.044 -1.032 0.365
H -0.704 -1.226 0.385
H -0.125 0.013 -0.736
H -0.885 0.418 0.900
H 1.478 0.847 0.864
H 0.779 -1.516 2.540
H 0.253 0.216 2.814
H 1.895 -0.278 3.084
C -3.054 -3.316 -0.739
Br -3.262 -1.352 -0.602
Br -3.028 -3.934 -2.613
Br -4.381 -4.259 0.349
H -2.063 -3.542 -0.346
C -1.962 7.058 -4.814
C -1.977 5.603 -4.384
C -2.152 5.356 -2.861
C -2.292 3.825 -2.589
C -2.278 3.383 -1.156
C -2.593 1.937 -0.963
H -1.206 7.605 -4.251
H -2.962 7.392 -4.537
H -1.843 7.272 -5.875
H -2.833 5.139 -4.875
H -1.055 5.097 -4.671
H -3.022 5.881 -2.467
H -1.248 5.629 -2.318
H -3.243 3.500 -3.011
H -1.475 3.298 -3.081
H -1.289 3.565 -0.736
H -2.950 4.002 -0.563
H -1.839 1.344 -1.481
H -2.721 1.709 0.095
H -3.531 1.716 -1.472
C -5.723 -4.294 4.032
C -4.547 -3.439 4.594
C -3.797 -2.780 3.442
C -2.747 -1.722 3.813
C -3.371 -0.417 4.317
C -3.975 0.411 3.167
H -5.467 -4.787 3.093
H -6.451 -3.500 3.871
H -6.059 -5.104 4.679
H -4.907 -2.806 5.405
H -3.750 -3.984 5.101
H -4.402 -2.430 2.605
H -3.318 -3.617 2.935
H -2.235 -2.092 4.702
H -2.043 -1.539 3.001
H -4.195 -0.696 4.974
H -2.721 0.195 4.942
H -3.278 0.677 2.372
H -4.858 -0.169 2.895
H -4.422 1.272 3.663
C 0.261 -5.305 0.408
C 1.188 -4.237 0.951
C 1.396 -4.442 2.434
O 0.161 -4.344 3.145
C 0.417 -4.003 4.502
N 2.430 -4.229 0.207
H 0.084 -5.228 -0.665
H -0.739 -5.339 0.840
H 0.748 -6.244 0.671
H 0.767 -3.249 0.767
H 2.117 -3.734 2.844
H 1.749 -5.439 2.697
H 0.801 -3.015 4.755
H 1.067 -4.704 5.026
H -0.573 -3.955 4.956
H 2.896 -5.041 0.586
H 2.182 -4.706 -0.648
C 1.908 2.443 -2.202
C 1.715 1.202 -3.026
C 0.426 1.187 -3.892
O 0.199 2.314 -4.763
C -0.966 2.140 -5.610
N 2.929 0.966 -3.791
H 1.943 3.373 -2.770
H 2.817 2.350 -1.608
H 1.074 2.558 -1.509
H 1.677 0.340 -2.360
H -0.506 1.010 -3.355
H 0.532 0.297 -4.512
H -1.749 1.504 -5.196
H -0.620 1.619 -6.502
H -1.399 3.109 -5.858
H 2.858 1.612 -4.565
H 2.803 0.146 -4.367
C 2.412 2.901 4.886
C 3.724 3.707 5.061
C 4.663 3.775 3.826
O 5.531 2.741 3.720
C 5.054 1.677 2.890
N 3.429 5.018 5.622
H 2.533 1.825 4.760
H 1.880 3.259 4.005
H 1.823 3.007 5.797
H 4.367 3.114 5.711
H 5.336 4.630 3.892
H 4.020 4.014 2.979
H 5.199 1.758 1.812
H 3.997 1.566 3.131
H 5.589 0.797 3.246
H 4.305 5.400 5.948
H 2.956 4.955 6.512

## Properties
E_HOMO (eV): -12.69
Net charge: +2
2S+1: 1
HOMO-LUMO gap (hartree): 0.08611

# C4H10N3S

A 3-piece molecular cluster, C4H10N3S overall at a distorted geometry (ωB97M-V/def2-TZVPD, OMol25).

Geometry (Å):
C -1.274 -0.377 0.314
C 3.650 2.149 0.534
C -1.373 1.891 -0.659
C -2.105 0.756 -0.004
N -0.427 -1.160 0.469
N 3.150 1.258 -0.006
N 1.162 -3.004 -0.091
S 2.565 0.014 -0.690
H 0.178 -2.546 -0.259
H 4.304 2.948 0.380
H -1.887 2.844 -0.687
H -0.947 1.734 -1.641
H -0.409 2.160 -0.154
H -2.908 0.478 -0.524
H -2.572 1.114 0.886
H 1.325 -3.777 -0.738
H 1.169 -3.442 0.820
H 2.022 -2.404 -0.120

## Properties
E_HOMO (eV): -12.14
Relative energy (zero: lowest compared OMol25 entry of this formula, charge and spin) (eV): 2.794
Net charge: +1
2S+1: 1
HOMO-LUMO gap (hartree): 0.33240